[1]
{
  "formula": "C6H12N2O",
  "method": "the ωB97M-V functional and the def2-TZVPD basis",
  "homo_lumo_gap_ev": 9.613,
  "max_force_ev_per_a": 4.4,
  "relative_energy_kcal_mol": 90.5,
  "e_lumo_ha": 0.02612,
  "smiles": "C/N=N/[C@]1(C)C[C@]1(C)O",
  "elements": ["H", "H", "H", "O", "H", "C", "C", "N", "C", "H", "N", "H", "H", "C", "C", "H", "H", "H", "H", "H", "C"],
  "xyz": [[-3.249, 0.836, -1.212], [0.338, 1.103, -1.759], [4.200, 0.537, 0.717], [-0.655, 1.331, -1.798], [3.208, 1.054, -0.853], [-2.582, 0.674, -0.444], [-0.659, -1.033, -1.081], [2.173, -0.194, 0.557], [-1.141, 0.388, -0.930], [-1.403, -1.868, -0.766], [1.162, 0.090, -0.161], [-1.397, -0.814, 1.789], [-2.810, -0.041, 0.205], [-0.396, -0.441, 1.526], [3.354, 0.291, -0.083], [3.754, -0.609, -0.679], [-0.140, 0.464, 2.075], [0.087, -1.406, -1.789], [-2.622, 1.595, 0.056], [0.286, -1.174, 1.837], [-0.186, -0.128, 0.085]],
  "lowdin_charge": [0.07, 0.12, 0.11, 0.01, 0.06, 0.04, 0.03, -0.02, -0.49, 0.14, 0.02, 0.09, 0.03, -0.02, -0.15, 0.09, 0.09, 0.11, 0.08, 0.05, -0.45]
}

***

[2]
{
  "formula": "C6H12N2O",
  "method": "the ωB97M-V functional and the def2-TZVPD basis",
  "homo_lumo_gap_ev": 9.890,
  "max_force_ev_per_a": 0.7,
  "relative_energy_kcal_mol": 18.9,
  "e_lumo_ha": 0.02646,
  "smiles": "[H]/N=C(/CCC(C)=O)NC",
  "elements": ["H", "N", "H", "C", "H", "H", "H", "H", "C", "H", "H", "C", "C", "N", "H", "H", "O", "C", "H", "C", "H"],
  "xyz": [[-0.092, -2.109, 1.634], [-0.954, 0.165, 1.036], [-2.146, 1.802, 1.480], [-0.601, -0.626, -1.261], [1.472, 1.227, 0.846], [-0.375, -1.563, -1.764], [-2.114, 1.361, -0.228], [-1.545, -0.228, -1.629], [0.558, 0.361, -1.484], [0.310, 1.351, -1.108], [3.149, 0.848, 0.407], [2.152, 0.434, 0.554], [-0.614, -0.898, 0.218], [-0.137, -1.999, 0.623], [0.797, 0.417, -2.547], [-3.061, 0.389, 0.916], [2.256, -1.261, -1.113], [-2.136, 0.962, 0.784], [-0.868, -0.072, 2.020], [1.727, -0.249, -0.728], [2.224, -0.310, 1.343]],
  "lowdin_charge": [0.05, -0.03, 0.08, -0.12, 0.06, 0.12, 0.07, 0.11, -0.11, 0.10, 0.09, -0.02, -0.50, 0.16, 0.12, 0.09, 0.08, -0.09, 0.13, -0.48, 0.08]
}